{"formula": "C18H18N4O3", "method": "ωB97M-V/def2-TZVPD", "elements": ["H", "N", "C", "C", "C", "N", "C", "C", "N", "N", "C", "C", "C", "C", "C", "C", "O", "O", "C", "C", "C", "O", "C", "C", "C", "C", "H", "H", "H", "H", "H", "H", "H", "H", "H", "H", "H", "H", "H", "H", "H", "H", "H"], "xyz": [[2.648, -1.785, 1.245], [2.213, -1.213, 1.961], [1.044, -0.739, 1.663], [0.432, 0.135, 2.629], [0.989, 0.290, 3.935], [1.471, 0.445, 4.981], [-0.747, 0.801, 2.282], [-1.358, 0.582, 0.935], [-0.761, -0.193, 0.095], [0.409, -0.866, 0.403], [0.936, -1.703, -0.597], [1.183, -3.055, -0.288], [1.607, -3.926, -1.270], [1.835, -3.500, -2.551], [1.642, -2.172, -2.936], [1.954, -1.768, -4.321], [2.083, -0.540, -4.467], [2.166, -2.721, -5.277], [2.424, -2.241, -6.624], [1.063, -1.265, -1.956], [-2.702, 1.212, 0.604], [-3.206, 2.128, 1.623], [-2.257, 2.794, 2.474], [-1.435, 3.821, 1.689], [-3.062, 3.624, 3.505], [-1.440, 1.756, 3.260], [1.010, -3.375, 0.712], [1.730, -4.988, -1.040], [2.157, -4.293, -3.253], [3.306, -1.561, -6.651], [2.678, -3.089, -7.223], [1.516, -1.711, -7.000], [0.878, -0.222, -2.229], [-3.426, 0.411, 0.438], [-2.604, 1.755, -0.333], [-0.793, 3.346, 0.940], [-2.152, 4.482, 1.161], [-0.826, 4.414, 2.368], [-3.607, 4.426, 2.998], [-2.400, 4.074, 4.224], [-3.764, 2.994, 4.073], [-0.752, 2.298, 3.935], [-2.081, 1.136, 3.882]], "lowdin_charge": [0.04, 0.15, -0.32, -0.11, -0.18, 0.18, -0.02, -0.17, 0.18, -0.01, -0.19, -0.02, -0.07, -0.04, -0.11, -0.41, 0.08, -0.05, -0.03, 0.10, -0.09, -0.09, -0.57, -0.01, -0.02, -0.06, 0.11, 0.12, 0.13, 0.10, 0.08, 0.11, 0.12, 0.13, 0.12, 0.09, 0.10, 0.09, 0.09, 0.08, 0.09, 0.14, 0.14], "e_above_lowest_ev": 2.8867, "smiles": "[H]/N=c1/c(C#N)c2c(nn1-c1cccc(C(=O)OC)c1)COC(C)(C)C2", "homo_energy_ev": -8.5, "largest_force_ev_per_a": 3.70}


{"formula": "C18H18N4O3S", "method": "ωB97M-V/def2-TZVPD", "elements": ["C", "C", "O", "C", "C", "C", "C", "C", "C", "H", "H", "N", "C", "O", "C", "H", "H", "S", "C", "N", "N", "C", "O", "N", "C", "C", "C", "C", "C", "C", "H", "H", "H", "H", "H", "H", "H", "H", "H", "H", "H", "H", "H", "H"], "xyz": [[-6.205, 3.141, -0.253], [-6.563, 2.086, 0.669], [-6.393, 0.863, 0.175], [-5.261, 0.171, 0.167], [-4.128, 0.588, 0.557], [-3.010, -0.013, 0.715], [-2.983, -1.320, 0.266], [-4.078, -1.737, -0.543], [-5.302, -1.046, -0.470], [-6.114, -1.550, -0.781], [-4.083, -2.544, -0.846], [-1.814, -1.848, -0.076], [-0.453, -1.805, 0.368], [-0.148, -0.509, 1.077], [0.525, -2.760, 0.092], [0.383, -3.166, -0.668], [0.449, -3.708, 1.002], [2.174, -2.146, 0.535], [2.228, -0.770, -0.848], [1.277, -0.888, -1.671], [1.559, 0.156, -2.637], [2.507, 0.996, -1.866], [3.117, 2.023, -2.401], [2.896, 0.254, -0.679], [3.885, 0.815, -0.128], [3.605, 0.703, 1.444], [4.448, 0.936, 2.390], [5.735, 1.700, 1.966], [5.965, 1.484, 0.769], [5.178, 1.032, -0.220], [5.410, 1.174, -1.389], [6.992, 1.830, 0.220], [6.437, 1.925, 2.755], [4.136, 1.021, 3.413], [2.496, 0.313, 1.756], [1.117, 0.565, -3.339], [-1.788, -2.831, -0.607], [-2.066, 0.543, 1.335], [-4.175, 1.789, 1.176], [-6.325, 2.358, 1.731], [-7.714, 2.112, 0.997], [-6.592, 4.209, 0.289], [-5.289, 3.002, -0.510], [-6.844, 2.871, -1.246]], "lowdin_charge": [-0.08, -0.42, -0.01, -0.34, -0.10, -0.04, -0.24, 0.05, 0.07, 0.09, -0.02, 0.09, -0.30, -0.21, -0.45, -0.06, 0.21, 0.96, -0.56, 0.09, 0.15, -0.24, -0.01, 0.03, -0.22, -0.03, -0.06, -0.05, -0.21, -0.06, 0.18, 0.17, 0.11, 0.10, 0.14, 0.08, 0.21, 0.19, 0.22, 0.12, 0.16, 0.17, -0.02, 0.14], "e_above_lowest_ev": 19.7619, "homo_energy_ev": -8.0, "largest_force_ev_per_a": 15.70}


{"formula": "C18H18N4O3S2", "method": "ωB97M-V/def2-TZVPD", "elements": ["C", "N", "C", "S", "O", "O", "C", "C", "C", "C", "C", "N", "C", "O", "C", "S", "C", "N", "C", "N", "C", "C", "C", "C", "C", "C", "C", "H", "H", "H", "H", "H", "H", "H", "H", "H", "H", "H", "H", "H", "H", "H", "H", "H", "H"], "xyz": [[0.666, -2.163, 3.307], [1.095, -3.500, 2.967], [1.367, -4.348, 4.107], [0.051, -4.206, 1.840], [0.459, -5.568, 1.666], [-1.325, -3.949, 2.173], [0.475, -3.265, 0.378], [1.768, -3.319, -0.104], [2.087, -2.574, -1.227], [1.131, -1.794, -1.855], [-0.172, -1.748, -1.361], [-1.184, -0.986, -1.945], [-1.036, 0.056, -2.816], [-0.006, 0.362, -3.364], [-2.355, 0.759, -3.129], [-2.090, 2.556, -3.176], [-1.251, 2.732, -1.659], [-1.111, 1.648, -0.932], [-0.429, 1.758, 0.215], [0.106, 2.832, 0.705], [-0.036, 3.974, -0.010], [0.516, 5.174, 0.472], [0.374, 6.329, -0.250], [-0.316, 6.338, -1.471], [-0.864, 5.185, -1.968], [-0.735, 3.988, -1.248], [-0.494, -2.499, -0.230], [-0.290, -2.167, 3.842], [1.428, -1.689, 3.925], [0.553, -1.597, 2.384], [1.530, -5.354, 3.729], [0.534, -4.361, 4.819], [2.267, -3.993, 4.609], [2.491, -3.938, 0.401], [3.091, -2.598, -1.624], [1.387, -1.210, -2.724], [-2.079, -1.078, -1.486], [-3.137, 0.543, -2.402], [-2.686, 0.492, -4.133], [-0.325, 0.840, 0.781], [1.043, 5.149, 1.412], [0.798, 7.251, 0.120], [-0.411, 7.262, -2.020], [-1.398, 5.171, -2.907], [-1.488, -2.496, 0.191]], "lowdin_charge": [-0.11, -0.34, -0.10, 0.67, -0.28, -0.29, -0.29, -0.06, -0.05, 0.01, -0.21, 0.12, -0.57, 0.06, -0.35, 1.02, -0.51, 0.07, -0.18, 0.13, -0.22, -0.01, -0.07, -0.07, -0.04, -0.15, 0.00, 0.09, 0.10, 0.08, 0.08, 0.09, 0.09, 0.12, 0.11, 0.10, 0.14, 0.08, 0.09, 0.11, 0.11, 0.11, 0.11, 0.09, 0.12], "e_above_lowest_ev": 0.5829, "smiles": "CN(C)S(=O)(=O)c1cccc(NC(=O)CSc2ncnc3ccccc23)c1", "homo_energy_ev": -8.8, "largest_force_ev_per_a": 1.12}


{"formula": "C18H18NO7P3Yb", "method": "ωB97M-V/def2-TZVPD", "elements": ["Yb", "N", "C", "C", "C", "C", "C", "C", "P", "C", "C", "C", "C", "C", "C", "C", "C", "C", "C", "C", "C", "H", "H", "H", "H", "H", "H", "H", "H", "H", "H", "H", "H", "H", "H", "H", "H", "O", "P", "O", "O", "O", "P", "O", "O", "O", "H", "H"], "xyz": [[-7.898, -8.383, 10.924], [-9.407, -7.423, 12.854], [-10.757, -7.797, 13.242], [-11.212, -7.471, 14.529], [-12.473, -7.887, 14.913], [-13.229, -8.587, 14.009], [-12.784, -8.984, 12.752], [-11.481, -8.652, 12.374], [-10.782, -9.253, 10.789], [-12.011, -8.961, 9.490], [-12.010, -9.771, 8.368], [-12.818, -9.447, 7.296], [-13.673, -8.346, 7.354], [-13.718, -7.562, 8.475], [-12.926, -7.899, 9.559], [-10.657, -11.060, 11.046], [-11.702, -11.989, 10.867], [-11.483, -13.321, 11.110], [-10.264, -13.788, 11.585], [-9.215, -12.897, 11.743], [-9.388, -11.545, 11.471], [-8.826, -7.341, 13.691], [-9.394, -6.492, 12.470], [-10.522, -6.946, 15.187], [-12.853, -7.654, 15.885], [-14.256, -8.840, 14.278], [-13.451, -9.572, 12.132], [-11.393, -10.650, 8.312], [-12.768, -9.989, 6.385], [-14.275, -8.070, 6.496], [-14.402, -6.717, 8.506], [-12.951, -7.311, 10.473], [-12.656, -11.644, 10.511], [-12.284, -14.001, 10.867], [-10.124, -14.835, 11.780], [-8.263, -13.284, 12.071], [-8.565, -10.856, 11.603], [-8.627, -7.470, 8.876], [-7.220, -8.230, 8.288], [-7.055, -8.020, 6.826], [-7.297, -9.527, 9.042], [-6.091, -7.231, 8.950], [-5.861, -6.878, 10.511], [-4.537, -6.003, 10.365], [-5.674, -8.167, 11.262], [-7.072, -6.092, 11.055], [-9.000, -6.805, 8.256], [-4.773, -5.064, 10.326]], "lowdin_charge": [1.68, -0.02, -0.29, -0.01, -0.05, -0.07, -0.07, -0.30, 1.05, -0.38, -0.10, -0.05, -0.06, -0.07, -0.08, -0.35, -0.08, -0.06, -0.05, -0.06, -0.11, 0.10, 0.09, 0.12, 0.12, 0.12, 0.12, 0.11, 0.11, 0.12, 0.12, 0.10, 0.11, 0.12, 0.11, 0.11, 0.04, -0.27, 0.24, -0.23, -0.34, -0.25, 0.17, -0.06, -0.33, -0.35, 0.13, 0.11], "charge": 1, "s_squared": 0.75, "multiplicity": 2, "homo_energy_ev": [-12.1, -12.1], "largest_force_ev_per_a": 5.47}


{"formula": "C18H19Cl2MgN2O4", "method": "ωB97M-V/def2-TZVPD", "elements": ["Mg", "C", "C", "C", "O", "H", "H", "H", "H", "H", "H", "H", "Cl", "Cl", "C", "C", "C", "C", "C", "C", "C", "O", "C", "C", "C", "C", "C", "C", "C", "O", "H", "H", "H", "H", "H", "H", "H", "H", "C", "O", "N", "N", "H", "H", "H", "H"], "xyz": [[2.814, -0.692, 2.005], [-1.217, -0.425, 3.695], [0.295, -0.362, 4.104], [0.684, -1.588, 4.985], [1.249, -0.120, 3.033], [-1.256, -1.133, 2.866], [-1.603, 0.508, 3.285], [-1.838, -0.654, 4.560], [0.345, 0.374, 4.907], [0.254, -1.436, 5.976], [1.763, -1.732, 5.033], [0.270, -2.522, 4.606], [4.198, 0.538, 0.692], [2.141, -2.752, 1.069], [0.098, 0.249, -0.559], [-0.031, 1.578, -0.313], [-0.854, 2.368, -1.159], [-1.254, 1.893, -2.417], [-0.939, 0.577, -2.798], [-0.150, -0.169, -1.863], [-1.667, -0.140, -3.893], [-1.645, -1.363, -4.077], [-2.496, 0.780, -4.851], [-3.242, 0.206, -5.868], [-4.181, 0.898, -6.500], [-4.364, 2.245, -6.302], [-3.562, 2.887, -5.323], [-2.658, 2.192, -4.532], [-1.936, 2.804, -3.382], [-1.982, 4.023, -3.244], [0.643, -0.432, 0.078], [0.348, 1.946, 0.630], [-1.071, 3.405, -0.946], [0.232, -1.154, -2.088], [-3.036, -0.797, -6.212], [-4.785, 0.324, -7.187], [-5.133, 2.795, -6.824], [-3.773, 3.941, -5.222], [4.611, -2.061, 4.029], [3.806, -1.296, 3.466], [5.128, -1.724, 5.102], [4.974, -3.244, 3.499], [4.864, -0.973, 5.725], [5.731, -2.384, 5.570], [5.637, -3.803, 4.017], [4.591, -3.576, 2.626]], "lowdin_charge": [-0.01, -0.07, -0.52, -0.08, -0.39, 0.07, 0.05, 0.06, 0.09, 0.06, 0.05, 0.06, -0.19, -0.20, -0.05, -0.03, 0.02, -0.11, -0.08, 0.03, -0.24, 0.07, -0.03, -0.06, -0.12, -0.05, -0.01, -0.07, -0.28, 0.08, 0.06, 0.11, 0.11, 0.12, 0.12, 0.11, 0.10, 0.11, -0.69, -0.08, 0.21, 0.20, 0.15, 0.12, 0.10, 0.09], "charge": -1, "homo_energy_ev": -4.7, "largest_force_ev_per_a": 8.92}